Entry from the OMol25 dataset: CH19O11V as an isolated structure at a distorted geometry (ωB97M-V/def2-TZVPD).

Computed properties:
Gap between HOMO and LUMO ... 6.56 eV
HOMO level ... -0.375 Eh

The geometry in XYZ format:
```
32
Properties=species:S:1:pos:R:3:mulliken_charge:R:1
O -0.17 -3.75 -1.10 -0.533
V 0.37 -2.69 -2.18 1.412
O -0.87 -2.39 -3.17 -0.485
C -0.22 -0.58 0.35 -0.011
O 0.25 -0.62 -0.97 0.045
H -0.85 -1.45 0.48 0.283
H 0.56 -0.75 1.08 -0.516
H -0.71 0.36 0.64 0.118
O -3.61 -2.01 -1.13 -0.643
H -3.89 -1.92 -2.04 0.323
H -2.84 -1.46 -1.06 0.284
O -1.77 -0.28 3.03 -0.614
H -1.30 -1.09 3.26 0.321
H -1.36 0.39 3.58 0.270
O 1.43 1.34 3.47 -0.586
H 1.45 0.59 2.87 0.344
H 0.71 1.14 4.08 0.281
O 2.76 0.96 -0.61 -0.566
H 3.52 0.56 -1.02 0.293
H 2.03 0.38 -0.83 0.195
O -1.34 2.85 -0.08 -0.654
H -1.20 1.90 -0.06 0.279
H -0.85 3.18 0.67 0.336
O -1.32 0.82 -2.71 -0.591
H -0.94 0.24 -2.06 0.167
H -2.26 0.78 -2.55 0.307
O 1.14 2.54 -2.54 -0.614
H 1.90 2.10 -2.91 0.294
H 0.63 1.84 -2.12 0.294
O 2.86 -0.91 2.26 -0.620
H 2.20 -1.11 1.60 0.291
H 3.69 -0.95 1.78 0.297
```



Entry from the OMol25 dataset: a 2-piece molecular cluster, C5H13NO overall at a distorted geometry (ωB97M-V/def2-TZVPD).

Computed properties:
Gap between HOMO and LUMO ... 10.71 eV
HOMO level ... -0.363 Eh
SMILES ... CC(N)=O.CCC

The geometry in XYZ format:
```
20
Properties=species:S:1:pos:R:3:mulliken_charge:R:1
C -0.61 -1.92 2.04 -0.648
C 0.24 -0.77 2.56 0.645
O 1.13 -0.91 3.37 -0.619
N -0.03 0.47 2.04 -0.368
H -1.65 -1.77 2.36 0.300
H -0.26 -2.81 2.54 0.275
H 0.43 1.18 2.60 0.194
H -0.77 0.78 1.44 0.240
H -0.55 -1.93 0.96 0.068
C 0.45 0.87 -1.21 0.054
C -0.34 -0.40 -1.58 -1.064
C 0.57 1.68 -2.48 -1.376
H -0.03 1.51 -0.46 0.131
H 1.32 0.46 -0.69 0.259
H -1.43 -0.32 -1.52 0.314
H -0.23 -1.24 -0.89 0.162
H 0.88 2.72 -2.33 0.382
H 1.31 1.35 -3.22 0.358
H -0.05 -0.77 -2.55 0.363
H -0.39 1.83 -2.99 0.329
```



Entry from the OMol25 dataset: a 2-piece molecular cluster, C33H31N2OS overall at a distorted geometry (ωB97M-V/def2-TZVPD).

Computed properties:
Charge ... +1
Gap between HOMO and LUMO ... 4.42 eV
HOMO level ... -0.336 Eh

The geometry in XYZ format:
```
68
Properties=species:S:1:pos:R:3:mulliken_charge:R:1
C -0.13 2.26 2.80 -0.876
O 0.05 1.52 1.56 -0.299
C 0.27 0.18 1.74 0.429
C -0.91 -0.63 1.99 0.026
C -1.06 -1.37 3.18 -0.377
C -2.20 -2.15 3.35 -0.613
C -3.17 -2.21 2.35 -0.821
C -3.09 -1.36 1.24 -0.492
C -1.99 -0.52 1.09 -0.706
C 1.61 -0.18 1.91 -0.048
N 2.15 -1.45 1.96 0.232
C 1.35 -2.64 1.71 -1.009
C 3.55 -1.48 2.09 0.169
C 4.09 -0.19 2.11 1.187
C 5.48 0.00 2.19 -0.587
C 6.31 -1.12 2.23 -0.641
C 5.76 -2.41 2.22 -0.639
C 4.37 -2.61 2.16 -0.984
S 2.86 1.04 2.01 -0.214
H -0.31 3.29 2.50 0.274
H -0.99 1.86 3.35 0.309
H 0.79 2.19 3.40 0.318
H -0.27 -1.31 3.92 0.624
H -2.32 -2.72 4.27 0.416
H -4.02 -2.90 2.44 0.416
H -3.89 -1.34 0.49 0.573
H -1.93 0.22 0.29 0.729
H 2.03 -3.47 1.47 0.418
H 0.76 -2.92 2.60 0.321
H 0.67 -2.47 0.87 0.203
H 5.86 1.02 2.23 0.444
H 7.39 -0.98 2.29 0.393
H 6.42 -3.28 2.27 0.386
H 3.93 -3.60 2.17 0.374
C -2.30 -2.24 -2.40 -1.632
C -2.38 -0.77 -2.30 0.109
N -3.55 -0.09 -2.41 0.330
C -4.85 -0.72 -2.55 -0.879
C -3.32 1.28 -2.28 0.185
C -1.94 1.48 -2.03 0.824
C -1.50 2.74 -1.65 -0.203
C -2.44 3.79 -1.56 -1.054
C -3.80 3.57 -1.83 -0.635
C -4.26 2.30 -2.19 -1.117
C -1.31 0.15 -2.06 0.685
C 0.01 -0.16 -1.72 0.212
C 1.15 0.63 -2.09 0.503
C 1.11 1.58 -3.15 -0.263
C 2.19 2.42 -3.39 -0.633
C 3.31 2.40 -2.54 -0.614
C 3.40 1.40 -1.56 -0.567
C 2.38 0.47 -1.41 -0.467
H -1.26 -2.53 -2.57 0.444
H -2.63 -2.71 -1.46 0.280
H -2.92 -2.62 -3.23 0.449
H -5.62 0.06 -2.59 0.300
H -4.88 -1.31 -3.47 0.342
H -5.07 -1.39 -1.70 0.300
H -0.45 2.89 -1.43 0.554
H -2.09 4.79 -1.28 0.402
H -4.51 4.40 -1.74 0.410
H -5.31 2.09 -2.40 0.283
H 0.19 -1.09 -1.18 0.209
H 0.21 1.66 -3.75 0.498
H 2.15 3.13 -4.22 0.414
H 4.11 3.13 -2.66 0.423
H 4.28 1.36 -0.91 0.469
H 2.50 -0.37 -0.72 0.501
```



Entry from the OMol25 dataset: C51H56AsGaN3P2S2 as an isolated structure at a distorted geometry (ωB97M-V/def2-TZVPD).

Computed properties:
Charge ... +3
Gap between HOMO and LUMO ... 5.85 eV
HOMO level ... -0.511 Eh

The geometry in XYZ format:
```
116
Properties=species:S:1:pos:R:3:mulliken_charge:R:1
Ga 0.26 -0.77 -0.21 1.782
C 4.44 6.40 3.63 -1.058
S 3.47 5.57 2.37 0.049
C 4.43 4.17 1.99 -1.382
C 3.74 3.07 1.23 0.018
C 2.51 2.55 2.04 -0.822
N 1.70 1.43 1.35 0.278
P 2.14 -0.20 1.23 0.804
C 3.63 -0.32 0.21 0.740
C 4.72 -1.06 0.66 -0.911
C 5.90 -1.16 -0.06 -0.755
C 6.05 -0.38 -1.20 -0.837
C 4.91 0.35 -1.69 -0.802
C 3.75 0.39 -1.00 0.096
C 2.35 -0.98 2.86 1.329
C 2.10 -0.29 4.06 -0.561
C 2.22 -0.95 5.31 -0.890
C 2.47 -2.30 5.39 -0.726
C 2.70 -3.00 4.19 -0.644
C 2.57 -2.41 2.92 -0.836
P 0.33 1.86 0.38 0.042
C 0.69 3.15 -0.82 1.022
C 0.76 2.82 -2.17 -0.266
C 0.74 3.84 -3.09 -0.970
C 0.73 5.19 -2.67 -0.791
C 0.84 5.50 -1.34 -1.099
C 0.81 4.47 -0.38 -0.543
C -0.87 2.52 1.63 1.318
C -0.92 1.82 2.87 -1.176
C -1.72 2.29 3.89 -0.845
C -2.61 3.26 3.63 -0.745
C -2.68 3.87 2.36 -0.729
C -1.78 3.52 1.34 -0.249
H 3.87 7.34 3.81 0.356
H 5.36 6.72 3.31 0.381
H 4.41 5.95 4.67 0.306
H 4.80 3.81 2.85 0.564
H 5.29 4.48 1.36 0.568
H 4.45 2.22 1.18 0.245
H 3.46 3.33 0.17 0.177
H 1.86 3.39 2.09 0.337
H 2.74 2.17 3.07 0.462
H 4.59 -1.61 1.55 0.577
H 6.75 -1.76 0.29 0.477
H 6.98 -0.43 -1.77 0.411
H 4.99 0.92 -2.61 0.489
H 2.89 0.93 -1.41 0.524
H 1.89 0.76 4.09 0.199
H 2.08 -0.37 6.23 0.423
H 2.67 -2.90 6.29 0.409
H 2.87 -4.08 4.21 0.400
H 2.74 -3.05 2.03 0.482
H 0.64 1.82 -2.53 0.608
H 0.79 3.71 -4.16 0.480
H 0.74 5.97 -3.40 0.470
H 0.82 6.51 -1.01 0.518
H 0.71 4.75 0.67 0.674
H -0.24 1.03 3.07 0.400
H -1.70 1.92 4.89 0.549
H -3.26 3.61 4.41 0.495
H -3.32 4.70 2.16 0.583
H -1.79 4.13 0.37 0.253
C -5.64 1.30 1.45 -0.696
C -4.76 1.86 0.57 -1.385
C -3.65 1.20 0.16 -0.297
C -3.41 -0.09 0.64 1.041
C -4.35 -0.66 1.48 -0.086
C -5.46 -0.01 1.99 -0.963
As -2.21 -1.13 -0.45 0.666
C -2.69 -0.42 -2.15 -0.165
C -4.04 -0.46 -2.48 -0.336
C -4.39 -0.09 -3.76 -0.888
C -3.46 0.40 -4.70 -0.817
C -2.09 0.47 -4.39 -0.585
C -1.80 0.09 -3.10 0.602
C -2.80 -2.96 -0.43 1.161
C -3.60 -3.45 -1.47 -0.787
C -4.45 -4.50 -1.21 -0.997
C -4.45 -5.12 0.06 -0.677
C -3.54 -4.74 1.04 -0.993
C -2.71 -3.63 0.79 -0.733
H -6.57 1.73 1.69 0.492
H -5.00 2.84 0.28 0.613
H -2.96 1.68 -0.49 0.624
H -4.26 -1.73 1.73 0.257
H -6.26 -0.46 2.50 0.517
H -4.85 -0.82 -1.89 0.691
H -5.37 -0.29 -4.11 0.519
H -3.76 0.62 -5.71 0.421
H -1.31 0.68 -5.11 0.576
H -0.70 -0.03 -2.89 -0.462
H -3.59 -2.85 -2.39 0.797
H -5.23 -4.82 -1.89 0.498
H -5.22 -5.88 0.27 0.423
H -3.43 -5.38 1.88 0.545
H -1.95 -3.28 1.51 0.549
C 0.53 -4.27 -0.27 -1.191
N 0.20 -4.34 -1.65 0.326
C -0.06 -5.70 -2.14 -1.284
C 0.42 -3.32 -2.49 0.346
S 1.39 -1.87 -2.00 -0.260
N 0.00 -3.46 -3.77 0.020
C -1.25 -4.00 -4.27 -0.919
C 0.71 -2.75 -4.86 -0.942
H -0.14 -4.78 0.35 0.702
H 0.47 -3.23 0.08 -0.282
H 1.56 -4.66 -0.09 0.499
H 0.42 -6.38 -1.42 0.462
H 0.37 -5.77 -3.12 0.407
H -1.14 -5.83 -2.13 0.387
H -1.75 -4.43 -3.39 0.239
H -1.13 -4.72 -5.04 0.368
H -1.82 -3.14 -4.70 0.332
H 1.78 -2.54 -4.63 0.383
H 0.23 -1.72 -4.97 0.221
H 0.69 -3.34 -5.72 0.400
```



Entry from the OMol25 dataset: a 2-piece molecular cluster, C3H4N2O overall at a distorted geometry (ωB97M-V/def2-TZVPD).

Computed properties:
Gap between HOMO and LUMO (alpha / beta) ... 9.70 / 9.70 eV
HOMO level (alpha / beta) ... -0.391 / -0.391 Eh

The geometry in XYZ format:
```
10
Properties=species:S:1:pos:R:3:mulliken_charge:R:1
C -1.13 3.26 -0.89 -0.057
C 0.38 1.50 -0.92 0.488
C -0.36 0.54 -0.07 -0.421
N -2.19 3.65 -0.93 -0.400
N 0.27 -0.76 0.00 -0.571
O 1.28 1.41 -1.68 -0.293
H -1.35 0.71 -0.56 0.366
H -0.55 0.83 0.93 0.367
H 1.12 -0.69 0.46 0.250
H 0.53 -1.10 -0.90 0.272
```



Entry from the OMol25 dataset: C40H35N2SiTc as an isolated structure (ωB97M-V/def2-TZVPD).

Computed properties:
2S+1 ... 2
Charge ... +1
Gap between HOMO and LUMO (alpha / beta) ... 7.21 / 6.88 eV
HOMO level (alpha / beta) ... -0.399 / -0.389 Eh
⟨S²⟩ ... 0.7972

The geometry in XYZ format:
```
79
Properties=species:S:1:pos:R:3:mulliken_spin:R:1
Tc 0.44 -0.14 0.18 1.355
C -1.68 3.66 0.45 -0.002
C -1.35 2.32 0.22 -0.008
N -0.14 1.83 0.49 0.019
C 0.80 2.65 1.03 0.001
C 0.53 4.00 1.32 -0.010
C -0.74 4.49 1.00 0.001
C 1.55 4.80 1.92 -0.004
C 2.77 4.28 2.21 0.001
C 3.07 2.92 1.91 -0.003
C 4.32 2.33 2.17 0.008
C 4.54 1.02 1.85 -0.003
C 3.50 0.28 1.27 0.006
N 2.31 0.80 1.02 -0.017
C 2.09 2.10 1.33 0.017
H -2.67 3.99 0.21 0.000
H -2.07 1.62 -0.17 -0.008
H -0.98 5.53 1.21 0.000
H 1.33 5.83 2.14 -0.001
H 3.53 4.89 2.67 0.000
H 5.10 2.93 2.62 0.000
H 5.49 0.54 2.03 0.000
H 3.64 -0.77 1.03 -0.005
C -3.34 -4.70 2.53 0.000
C -3.06 -4.20 1.26 -0.003
C -2.28 -3.06 1.13 -0.019
C -1.76 -2.39 2.23 0.013
C -2.06 -2.91 3.50 0.002
C -2.84 -4.04 3.65 0.000
Si -0.72 -0.82 2.19 -0.086
C 0.70 -1.10 3.43 0.010
C 1.70 -2.01 3.08 0.006
C 2.76 -2.29 3.92 0.007
C 2.85 -1.66 5.16 -0.001
C 1.86 -0.77 5.53 0.001
C 0.79 -0.50 4.68 -0.005
C -1.84 0.57 2.83 0.021
C -1.32 1.75 3.38 0.003
C -2.14 2.79 3.78 0.002
C -3.52 2.69 3.62 -0.001
C -4.05 1.54 3.07 0.001
C -3.22 0.49 2.69 0.001
H -3.94 -5.59 2.64 0.000
H -3.45 -4.70 0.39 0.000
H -2.09 -2.68 0.13 0.011
H -1.68 -2.42 4.39 0.000
H -3.06 -4.42 4.64 0.000
H 1.64 -2.55 2.14 -0.010
H 3.52 -3.02 3.63 0.000
H 3.68 -1.87 5.82 0.000
H 1.90 -0.29 6.50 0.000
H 0.02 0.18 5.02 0.000
H -0.24 1.86 3.51 -0.003
H -1.71 3.69 4.22 0.000
H -4.16 3.50 3.93 0.000
H -5.13 1.44 2.95 0.000
H -3.67 -0.41 2.28 0.000
C -0.69 -3.13 -2.35 0.006
C 0.09 -2.01 -1.66 0.064
C 0.98 -2.65 -0.57 -0.088
C -0.77 -0.98 -0.93 -0.303
C 0.89 -1.18 -2.66 -0.037
C 2.24 -0.89 -2.48 -0.013
C 2.92 -0.05 -3.37 0.001
C 2.25 0.51 -4.44 -0.004
C 0.90 0.23 -4.63 0.002
C 0.23 -0.60 -3.75 -0.001
H -1.32 -3.67 -1.64 0.003
H 0.00 -3.85 -2.80 -0.002
H -1.33 -2.74 -3.14 0.003
H 0.38 -3.30 0.06 -0.003
H 1.49 -1.93 0.13 0.058
H 1.81 -3.21 -1.00 0.000
H -1.81 -0.84 -1.23 0.022
H 2.80 -1.34 -1.67 -0.001
H 3.97 0.14 -3.22 0.000
H 2.78 1.16 -5.13 0.000
H 0.37 0.67 -5.47 0.000
H -0.82 -0.79 -3.91 -0.002
```



Entry from the OMol25 dataset: a 2-piece molecular cluster, C4H7NOS overall at a distorted geometry (ωB97M-V/def2-TZVPD).

Computed properties:
Gap between HOMO and LUMO ... 8.49 eV
HOMO level ... -0.291 Eh

The geometry in XYZ format:
```
14
Properties=species:S:1:pos:R:3:mulliken_charge:R:1
C 0.62 0.22 1.09 0.082
C -2.51 -0.28 0.23 -0.046
C 0.45 2.54 0.20 -0.408
C 1.69 -1.88 -0.75 -0.790
N 0.56 1.31 0.54 -0.027
O -2.63 0.91 0.24 -0.386
S 0.86 -1.35 0.89 -0.165
H -3.12 -0.76 -0.60 0.227
H -1.91 -1.01 0.85 0.198
H 1.04 3.32 0.68 0.258
H -0.55 2.95 -0.14 0.218
H 2.64 -2.41 -0.68 0.311
H 1.79 -0.96 -1.35 0.245
H 1.07 -2.60 -1.21 0.284
```



It is found that the calculated total energy values, taken in the order of the records, are -1820.9906, -328.2994, -1858.7893, -7779.9882, -301.3442, -2024.8560, -684.6448 a.u..
It is found that the relative energy (zero: lowest compared OMol25 entry of this formula, charge and spin) values, taken in the order of the records, are 370.77, 51.14, 54.60, 97.70, 375.59, 0.00, 425.96 kJ/mol.